[1]
{"formula": "C38H58N6O5PTi", "method": "ωB97M-V/def2-TZVPD", "homo_lumo_gap_ev": [6.1, 7.8], "total_charge": 1, "de_lowest_kcal_mol": 4.4, "e_tot_ev": -91932.69303, "spin_multiplicity": 3, "species": ["Ti", "C", "C", "C", "C", "C", "C", "C", "C", "C", "C", "H", "H", "H", "H", "H", "H", "H", "H", "H", "H", "H", "H", "H", "H", "C", "C", "C", "C", "C", "N", "C", "O", "N", "C", "C", "C", "C", "N", "C", "C", "C", "H", "H", "H", "H", "H", "H", "H", "H", "H", "H", "H", "H", "H", "C", "C", "C", "C", "O", "P", "O", "O", "O", "C", "C", "C", "C", "H", "H", "H", "H", "H", "H", "H", "H", "H", "H", "H", "H", "H", "H", "H", "H", "H", "H", "C", "C", "N", "C", "N", "C", "C", "C", "N", "C", "H", "H", "H", "H", "H", "H", "H", "H", "H", "H", "H", "H", "H"], "coordinates": [[0.39367, 0.49499, -0.41718], [-3.30722, -2.90481, 2.88739], [-2.12302, -1.93761, 2.97994], [-0.81143, -2.69880, 3.13564], [-2.15190, -0.98780, 1.79898], [-1.61919, -1.30525, 0.56239], [-1.78781, -0.45132, -0.54899], [-2.56118, 0.70483, -0.44146], [-2.96396, 1.51584, -1.63719], [-3.05422, 1.04736, 0.82592], [-2.86265, 0.21772, 1.90619], [-3.35331, -3.54668, 3.76779], [-3.20650, -3.54362, 2.00681], [-4.25313, -2.36893, 2.80563], [-2.25827, -1.32751, 3.87871], [-0.61464, -3.34996, 2.28120], [-0.85134, -3.33269, 4.02197], [0.03413, -2.01741, 3.25257], [-1.13962, -2.26326, 0.40944], [-1.56869, -0.84533, -1.54306], [-2.37542, 2.42874, -1.71769], [-4.01318, 1.79718, -1.54759], [-2.83892, 0.95025, -2.56081], [-3.63317, 1.95578, 0.93685], [-3.28838, 0.48894, 2.86655], [2.65408, 3.00252, -8.31704], [2.67576, 1.88528, -7.30980], [3.24419, 2.06934, -6.05204], [3.26676, 1.04612, -5.12154], [2.71205, -0.19323, -5.42420], [2.71202, -1.16743, -4.39898], [2.71335, -2.52466, -4.57343], [2.69900, -3.09329, -5.64001], [2.71076, -3.26205, -3.38327], [2.33176, -2.88143, -2.09685], [2.74460, -3.64827, -1.00405], [2.33160, -3.25781, 0.26132], [1.58259, -2.11489, 0.42369], [1.20088, -1.33178, -0.62524], [1.53347, -1.77349, -1.87069], [2.14191, -0.40169, -6.67162], [2.13456, 0.63695, -7.59393], [1.98129, 3.80370, -8.00395], [2.31904, 2.64902, -9.29094], [3.64509, 3.44062, -8.44076], [3.69101, 3.02553, -5.80126], [3.72463, 1.20291, -4.15163], [2.89334, -0.81850, -3.47210], [2.86081, -4.24458, -3.55371], [3.36331, -4.52323, -1.15153], [2.60726, -3.83673, 1.13281], [1.27945, -1.76972, 1.40074], [1.15012, -1.19450, -2.69900], [1.72377, -1.36360, -6.92489], [1.69587, 0.46104, -8.56908], [2.64035, 4.08781, -0.08394], [2.86693, 4.09255, -1.58614], [3.18327, 5.48806, -2.09033], [3.93453, 3.09721, -2.00165], [1.61850, 3.74889, -2.27075], [0.63581, 2.55729, -2.03302], [-0.06401, 2.55922, -0.68866], [1.31532, 1.17918, -2.10954], [-0.42430, 2.75725, -3.15874], [-0.31435, 2.59124, -4.62340], [-0.13731, 1.11463, -4.92661], [0.84415, 3.41390, -5.15796], [-1.64394, 3.10988, -5.13642], [3.54692, 4.43954, 0.41216], [2.41637, 3.08335, 0.27737], [1.81349, 4.74565, 0.18328], [4.12701, 5.83243, -1.66591], [2.39640, 6.18552, -1.80492], [3.27100, 5.48684, -3.17670], [4.87891, 3.35549, -1.51933], [4.07971, 3.12643, -3.08179], [3.65663, 2.08341, -1.71061], [0.79064, 0.73078, -4.50386], [-0.09710, 0.96890, -6.00696], [-0.97681, 0.53844, -4.53178], [1.80545, 3.00463, -4.84521], [0.77349, 4.44773, -4.82103], [0.81021, 3.39509, -6.24813], [-2.46638, 2.48896, -4.78078], [-1.64783, 3.09632, -6.22646], [-1.80754, 4.13362, -4.80080], [5.18712, 0.27095, 2.45312], [4.78877, -0.10853, 1.03743], [3.44724, 0.39938, 0.73529], [2.60167, 0.97088, 1.63379], [1.29919, 0.94112, 1.39059], [0.43407, 1.73953, 2.27706], [0.98207, 1.82254, 3.68824], [2.38635, 2.37722, 3.62718], [3.17321, 1.59239, 2.68248], [4.62814, 1.64918, 2.75234], [6.27069, 0.25248, 2.55823], [4.76773, -0.43681, 3.17103], [4.79562, -1.19275, 0.90823], [5.48845, 0.31880, 0.31652], [2.97341, -0.05184, -0.03295], [-0.54618, 1.26464, 2.28814], [0.30276, 2.73857, 1.85085], [0.99936, 0.82807, 4.14289], [0.35343, 2.46346, 4.30614], [2.88480, 2.33665, 4.59570], [2.36444, 3.42477, 3.30696], [4.89969, 1.99100, 3.74899], [5.01081, 2.38023, 2.03001]], "atomic_forces_ev_per_a": [[-0.5, 0.5, 0.1], [0.0, 0.0, 0.0], [0.0, 0.0, 0.0], [0.0, 0.0, 0.0], [-0.1, 0.1, 0.0], [-0.1, 0.1, -0.1], [-1.1, -0.5, 0.1], [-0.1, 0.1, 0.1], [0.0, 0.0, 0.0], [0.1, 0.0, -0.1], [0.1, -0.1, 0.1], [0.0, 0.0, 0.0], [0.0, 0.0, 0.0], [0.0, 0.0, 0.0], [0.0, 0.0, 0.0], [0.0, 0.0, 0.0], [0.0, 0.0, 0.0], [0.0, 0.0, 0.0], [0.1, 0.0, 0.0], [0.2, 0.1, 0.0], [0.0, 0.0, 0.0], [0.0, 0.0, 0.0], [0.0, 0.0, 0.0], [0.0, 0.0, 0.0], [0.0, 0.0, 0.0], [0.0, -0.1, 0.0], [0.1, -0.1, -0.1], [0.5, -0.4, -0.3], [0.3, -0.1, -0.2], [0.3, -0.1, -0.1], [0.1, 0.0, -0.2], [-0.4, 0.1, 0.0], [0.2, 0.0, 0.0], [0.0, -0.1, 0.0], [0.1, -0.2, -0.2], [-0.1, 0.1, 0.0], [0.1, -0.1, 0.0], [-0.1, 0.2, -0.2], [0.9, -1.7, -0.1], [-0.3, 0.2, 0.4], [0.2, -0.1, -0.1], [0.0, 0.0, 0.0], [0.0, 0.0, 0.0], [0.0, 0.0, 0.0], [0.0, 0.0, 0.0], [0.0, 0.0, 0.0], [0.0, 0.0, 0.0], [0.1, 0.1, -0.1], [0.0, 0.0, 0.0], [0.0, 0.0, 0.0], [0.0, 0.0, 0.0], [0.0, 0.0, 0.0], [-0.1, 0.0, 0.2], [0.0, 0.0, 0.0], [0.0, 0.0, 0.0], [0.1, 0.0, 0.1], [-0.2, 0.0, 0.0], [0.1, 0.0, 0.0], [0.1, 0.0, 0.0], [0.2, 0.1, 0.0], [-0.2, 0.2, -0.1], [-0.1, 0.4, -0.3], [0.3, 0.0, -0.2], [0.0, 0.0, 0.0], [0.0, 0.0, 0.1], [-0.1, 0.0, 0.1], [-0.2, 0.2, 0.3], [0.0, 0.0, 0.0], [0.0, 0.0, 0.0], [0.0, 0.0, 0.0], [0.0, 0.0, 0.0], [0.0, 0.0, 0.0], [0.0, 0.0, 0.0], [0.0, 0.0, 0.0], [0.0, 0.0, 0.0], [0.0, 0.0, 0.0], [0.0, 0.0, 0.0], [-0.3, 0.1, 0.0], [0.0, 0.0, 0.1], [0.0, 0.0, 0.0], [-0.6, 0.3, 0.1], [-0.1, 0.1, 0.0], [0.0, 0.0, 0.1], [0.0, 0.0, 0.0], [0.0, 0.0, 0.0], [0.0, 0.0, 0.0], [0.0, 0.0, 0.0], [0.0, 0.1, 0.0], [0.0, -0.2, 0.0], [-0.1, 0.1, -0.1], [0.4, 0.3, 0.5], [0.1, -0.1, 0.0], [0.0, 0.0, 0.0], [0.0, 0.1, -0.1], [0.1, -0.1, 0.1], [0.0, 0.1, -0.1], [0.0, 0.0, 0.0], [0.0, 0.0, 0.0], [0.0, 0.0, 0.0], [0.0, 0.0, 0.0], [0.0, 0.0, 0.0], [0.0, 0.0, 0.0], [0.0, 0.0, 0.0], [0.0, 0.0, 0.0], [0.0, 0.0, 0.0], [0.0, 0.0, 0.0], [0.0, 0.0, 0.0], [0.0, 0.0, 0.0], [0.0, 0.0, 0.0]], "mulliken_spin": [1.37, 0.00, 0.00, 0.00, 0.02, -0.08, 0.26, -0.11, -0.01, 0.01, -0.02, 0.00, 0.00, 0.00, 0.00, 0.00, 0.00, 0.00, 0.01, 0.04, 0.01, 0.00, 0.00, 0.00, 0.00, 0.00, 0.00, 0.00, 0.00, 0.00, 0.00, 0.00, 0.00, -0.01, -0.10, 0.17, -0.04, 0.18, -0.01, 0.18, 0.00, 0.00, 0.00, 0.00, 0.00, 0.00, 0.00, -0.01, 0.00, 0.01, 0.00, 0.00, 0.00, 0.00, 0.00, 0.00, 0.00, 0.00, 0.00, 0.00, -0.03, -0.01, 0.19, 0.00, 0.00, 0.00, 0.00, 0.00, 0.00, 0.02, 0.00, 0.00, 0.00, 0.00, 0.00, 0.00, 0.00, 0.00, 0.00, 0.00, 0.00, 0.00, 0.00, 0.00, 0.00, 0.00, 0.00, 0.00, -0.01, -0.01, -0.11, 0.10, 0.01, 0.00, 0.00, 0.00, 0.00, 0.00, 0.00, 0.00, 0.05, -0.04, -0.02, 0.00, 0.00, 0.00, 0.00, 0.00, 0.00]}



[2]
{"formula": "C3H8N2O", "method": "ωB97M-V/def2-TZVPD", "homo_lumo_gap_ev": 10.4, "total_charge": 0, "de_lowest_kcal_mol": 26.7, "e_tot_ev": -8268.16906, "spin_multiplicity": 1, "species": ["C", "C", "O", "N", "C", "N", "H", "H", "H", "H", "H", "H", "H", "H"], "coordinates": [[0.39852, 2.20481, 0.46134], [-0.08662, 0.91376, -0.18734], [-1.14150, 0.75091, -0.77663], [0.85834, -0.10449, -0.19549], [0.26122, -1.45582, -0.29980], [-0.32206, -2.09156, 0.84647], [1.48008, 2.27376, 0.37959], [0.07814, 2.06476, 1.49284], [-0.08816, 3.05689, 0.01873], [1.76113, 0.25815, 0.05992], [1.07504, -2.06709, -0.72393], [-0.37077, -1.42461, -1.19146], [-0.83579, -2.92037, 0.56773], [-1.07276, -1.56014, 1.27890]], "atomic_forces_ev_per_a": [[-0.6, -1.1, -0.2], [0.6, -0.2, -1.8], [-0.2, 0.6, 1.1], [-2.3, 0.5, 1.0], [2.2, -0.2, -2.6], [-0.4, 0.2, 1.1], [0.0, 0.2, 0.2], [0.3, 0.5, 0.2], [-0.1, 0.3, -0.1], [0.3, -1.4, 0.4], [0.0, -0.2, 0.8], [-0.5, 0.5, 0.4], [0.5, -0.2, -0.3], [0.3, 0.6, -0.2]], "nbo_charge": [-0.71, 0.68, -0.62, -0.65, -0.05, -0.84, 0.21, 0.24, 0.24, 0.40, 0.18, 0.19, 0.37, 0.36]}



[3]
{"formula": "C4H13N4O", "method": "ωB97M-V/def2-TZVPD", "homo_lumo_gap_ev": 11.4, "total_charge": 1, "de_lowest_kcal_mol": 27.0, "e_tot_ev": -12361.71668, "spin_multiplicity": 1, "species": ["C", "C", "N", "N", "N", "H", "H", "H", "H", "H", "H", "H", "H", "C", "C", "O", "N", "H", "H", "H", "H", "H"], "coordinates": [[-0.77410, -1.65638, -3.49617], [-0.73786, -0.14096, -1.57146], [-1.11765, 0.87613, -0.81073], [-1.32868, -0.58638, -2.67532], [0.21207, -0.94190, -0.99177], [-1.74898, 1.57516, -1.18605], [-0.96835, 0.88715, 0.21192], [-1.98365, 0.02958, -3.13520], [0.79427, -1.52550, -1.56359], [0.27078, -0.91227, 0.02065], [0.12890, -1.31173, -4.02404], [-1.53868, -1.94727, -4.19668], [-0.56195, -2.64210, -3.06601], [1.92481, 0.29052, 3.00261], [0.66782, 0.87744, 2.44334], [-0.09222, 0.37785, 1.60619], [0.02195, 1.81197, 3.24352], [1.85311, -0.77606, 3.18141], [2.36130, 0.70059, 3.90762], [-0.63196, 2.45114, 2.81247], [0.47706, 2.32953, 3.98746], [2.77201, 0.23349, 2.29984]], "atomic_forces_ev_per_a": [[0.4, -0.3, -0.9], [1.0, -2.2, 2.4], [-1.3, 1.1, -0.9], [0.4, 0.6, -0.2], [-0.8, 0.7, -0.8], [-0.1, -0.4, 0.1], [0.5, -0.2, -0.6], [0.0, -0.1, 0.0], [-0.2, -0.3, 0.2], [0.5, 0.2, -0.1], [-0.4, -0.2, 0.0], [-0.2, 0.4, -0.6], [0.0, 0.6, 1.0], [1.7, -0.8, -0.9], [-3.0, 0.1, 2.7], [1.7, -0.4, -1.0], [1.4, 1.2, 0.0], [-0.9, -0.3, 0.2], [-0.5, 0.6, 0.0], [-0.4, -0.6, -0.3], [0.5, -0.5, -0.1], [-0.4, 0.7, -0.3]], "nbo_charge": [-0.45, 0.68, -0.78, -0.54, -0.81, 0.41, 0.46, 0.42, 0.42, 0.45, 0.21, 0.24, 0.24, -0.75, 0.71, -0.70, -0.79, 0.27, 0.25, 0.40, 0.40, 0.26]}



[4]
{"formula": "ClH3O2SSi", "method": "ωB97M-V/def2-TZVPD", "homo_lumo_gap_ev": 8.1, "total_charge": 0, "de_lowest_kcal_mol": 58.4, "e_tot_ev": -35376.00000, "spin_multiplicity": 1, "species": ["O", "Si", "H", "H", "O", "S", "Cl", "H"], "coordinates": [[-0.13017, 0.60811, 1.83205], [0.60613, 0.04098, 0.63239], [1.69617, -0.86106, 0.41946], [0.88511, 1.10711, -0.29200], [2.67357, 1.45536, 1.33944], [2.01774, 2.35487, 2.55420], [1.24584, 4.15705, 1.62116], [2.57573, 1.74449, 0.51914]], "atomic_forces_ev_per_a": [[-0.9, -1.1, 0.5], [0.8, 2.0, 0.5], [0.1, -1.5, 0.1], [-0.5, 0.3, -1.4], [0.8, -2.4, 5.7], [-0.5, 2.1, -0.3], [0.8, -1.9, 0.7], [-0.7, 2.5, -5.8]], "nbo_charge": [-1.12, 1.56, -0.22, -0.28, -0.86, 0.63, -0.20, 0.50]}



[5]
{"formula": "FH2O2P", "method": "ωB97M-V/def2-TZVPD", "homo_lumo_gap_ev": 10.4, "total_charge": 0, "de_lowest_kcal_mol": 146.1, "e_tot_ev": -16129.51472, "spin_multiplicity": 1, "species": ["O", "P", "O", "F", "H", "H"], "coordinates": [[1.40756, -1.45788, 0.32150], [0.49231, -0.26328, 0.23250], [0.66299, 1.53874, 0.35070], [1.68496, 2.19945, -0.52990], [-0.53431, -0.27307, 1.12189], [-0.38729, -0.45947, -0.84601]], "atomic_forces_ev_per_a": [[-0.5, 2.7, 0.2], [0.3, -0.9, -1.3], [1.5, -1.5, -0.9], [-1.7, -1.7, 1.2], [-0.2, 0.7, 1.5], [0.7, 0.6, -0.7]], "nbo_charge": [-0.97, 1.65, -0.38, -0.13, -0.08, -0.09]}